ORCA calculation (ωB97M-V/def2-TZVPD) on a molecular structure, C29H31N3O11PbS5.

Each line ends with the natural charge from an NBO analysis.
Cartesian coordinates (Å):
1 Pb 0.2240 0.8124 -1.6890  1.313
2 C 1.3174 2.2483 -5.0036  -0.537
3 C 2.7753 1.8603 -4.7891  -0.554
4 S 3.2288 1.4880 -3.0734  0.229
5 C 3.7719 3.0916 -2.4237  -0.543
6 C 2.7601 4.2235 -2.4144  -0.523
7 S 1.2897 3.8385 -1.4123  0.189
8 C 0.0451 4.8892 -2.2092  -0.532
9 C -1.3644 4.4062 -1.8898  -0.540
10 S -1.7941 2.7328 -2.4457  0.235
11 C -1.7392 2.9084 -4.2552  -0.537
12 C -1.4193 1.5996 -4.9560  -0.541
13 S 0.2026 0.8725 -4.5941  0.238
14 H 1.1495 2.4969 -6.0536  0.248
15 H 1.0586 3.1072 -4.3874  0.206
16 H 3.4253 2.6554 -5.1572  0.249
17 H 3.0169 0.9636 -5.3606  0.257
18 H 4.6503 3.4097 -2.9870  0.251
19 H 4.1128 2.8658 -1.4117  0.243
20 H 2.4275 4.4513 -3.4276  0.217
21 H 3.2296 5.1212 -2.0123  0.250
22 H 0.2281 4.8935 -3.2845  0.216
23 H 0.1521 5.9144 -1.8546  0.251
24 H -2.0960 5.0941 -2.3148  0.258
25 H -1.5340 4.3855 -0.8120  0.244
26 H -1.0231 3.6840 -4.5184  0.224
27 H -2.7266 3.2431 -4.5740  0.260
28 H -1.4851 1.7450 -6.0348  0.257
29 H -2.1327 0.8204 -4.6837  0.264
30 C 0.7237 -0.5948 5.3294  -0.863
31 S 0.2681 -0.7690 3.6456  2.154
32 O -0.4033 -1.9969 3.3746  -0.850
33 C -0.6470 0.6238 3.1722  -0.317
34 C -0.0005 1.8129 2.8494  -0.197
35 C -0.7828 2.9081 2.5314  -0.196
36 C -2.1698 2.8006 2.5456  -0.144
37 C -2.7932 1.6037 2.8689  -0.186
38 C -2.0321 0.4931 3.1895  -0.155
39 H -0.2082 -0.5186 5.8909  0.288
40 H 1.3164 0.3117 5.4416  0.281
41 H 1.2775 -1.4866 5.6246  0.289
42 H 1.0795 1.8782 2.8418  0.241
43 H -0.3107 3.8504 2.2875  0.238
44 H -2.7743 3.6664 2.3085  0.238
45 H -3.8719 1.5320 2.8715  0.249
46 H -2.5006 -0.4506 3.4343  0.253
47 O 1.6081 -1.0053 0.6837  -0.462
48 C 1.9454 -1.4484 1.7188  0.818
49 O 1.6607 -0.6403 2.9506  -0.761
50 C 2.6584 -2.6843 2.0398  -0.155
51 C 3.0882 -2.9843 3.3269  -0.140
52 C 3.7251 -4.1848 3.5469  0.032
53 C 3.9690 -5.0962 2.5376  -0.104
54 C 3.5343 -4.7572 1.2682  0.026
55 C 2.8834 -3.5767 0.9907  -0.111
56 N 3.7767 -5.7068 0.1520  0.530
57 O 4.3365 -6.7387 0.4290  -0.318
58 O 3.3715 -5.3718 -0.9399  -0.351
59 N 4.1501 -4.4994 4.9319  0.531
60 O 4.8175 -5.4899 5.0870  -0.306
61 O 3.8013 -3.7180 5.7946  -0.371
62 H 2.9594 -2.3094 4.1566  0.258
63 H 4.4756 -6.0324 2.7279  0.305
64 H 2.5581 -3.3662 -0.0178  0.276
65 O -1.7525 -0.3617 -2.0454  -0.824
66 C -2.0324 -0.5296 -0.8071  0.770
67 O -1.3564 0.0358 0.0931  -0.776
68 C -3.1642 -1.4247 -0.4436  -0.087
69 C -3.1552 -2.0716 0.7884  -0.196
70 C -4.2020 -2.9047 1.1415  -0.190
71 C -5.2460 -3.0547 0.2477  0.048
72 C -5.2788 -2.4304 -0.9845  -0.189
73 C -4.2156 -1.6137 -1.3336  -0.171
74 N -6.3798 -3.9316 0.6308  0.527
75 O -7.2642 -4.0774 -0.1824  -0.345
76 O -6.3411 -4.4287 1.7356  -0.357
77 H -2.3132 -1.9358 1.4548  0.221
78 H -4.2249 -3.4371 2.0807  0.258
79 H -6.1182 -2.5920 -1.6442  0.266
80 H -4.1968 -1.1185 -2.2941  0.233

Cartesian forces, eV/Å:
0.178 0.059 0.098
-0.041 0.018 0.003
-0.008 -0.033 0.017
0.020 -0.015 0.011
0.025 -0.075 -0.021
-0.107 0.036 -0.024
0.047 0.035 -0.031
-0.028 -0.035 0.055
0.062 0.000 -0.059
-0.059 0.062 0.118
-0.020 0.010 0.040
0.016 -0.084 -0.032
-0.036 0.009 0.020
0.015 0.009 -0.002
-0.003 0.013 -0.014
0.002 0.002 0.000
0.009 0.009 -0.010
-0.002 0.004 0.000
0.010 0.006 -0.001
0.007 0.017 0.001
0.008 -0.002 -0.002
-0.005 0.008 0.000
-0.004 0.003 -0.007
-0.001 -0.002 0.000
-0.004 0.004 0.000
-0.002 0.004 0.001
0.006 0.003 -0.011
-0.013 0.003 0.001
0.008 -0.004 0.004
-0.054 0.021 0.034
0.020 -0.014 -0.034
0.032 0.015 0.018
-0.047 0.001 -0.020
0.009 -0.014 -0.022
0.017 0.018 0.003
-0.012 0.010 -0.006
-0.012 -0.013 0.001
0.029 0.019 -0.005
0.007 -0.006 0.003
0.009 -0.006 0.006
0.008 0.003 -0.020
0.000 0.011 -0.001
0.008 -0.007 -0.003
-0.002 0.000 0.005
0.001 -0.003 0.000
0.007 0.000 -0.003
0.014 0.052 0.157
-0.065 -0.001 -0.081
0.002 -0.095 -0.018
-0.001 0.008 -0.032
-0.024 0.001 0.009
-0.043 -0.038 0.006
-0.005 0.029 0.001
0.052 -0.003 -0.036
0.022 0.004 0.008
-0.157 -0.096 0.009
0.034 0.066 -0.021
0.072 0.015 0.034
0.163 0.066 -0.017
-0.084 0.005 0.013
-0.033 -0.047 -0.005
0.000 0.004 0.013
0.002 -0.003 0.004
-0.001 0.001 -0.001
-0.038 -0.072 0.042
0.061 0.034 -0.070
-0.048 -0.038 -0.117
-0.029 0.020 -0.027
0.002 0.021 0.043
0.025 0.017 -0.018
-0.031 -0.033 -0.013
0.017 0.002 0.016
0.024 -0.021 0.002
-0.026 0.051 0.008
0.028 -0.017 0.024
-0.004 -0.018 -0.028
-0.019 0.001 -0.017
-0.002 -0.001 0.003
-0.002 -0.004 0.000
-0.006 -0.003 -0.005

The value obtained for the lowest unoccupied orbital energy is -6.2 eV. As for the net charge: +2. For the total energy, the calculation gives -4298.6090 Ha. The calculation puts the HOMO-LUMO gap at 7.76 eV. Its HOMO energy is -0.5136 Eh. The value obtained for the maximum force is 0.21 eV/Å. The energy relative to the best compared isomer or geometry (same formula, charge and spin) is 0.0 kcal/mol.

ORCA calculation (ωB97M-V/def2-TZVPD) on C29H31N3O2 in the gas phase at a distorted geometry.

Each line ends with the natural charge from an NBO analysis.
Cartesian coordinates (Å):
1 C 2.5169 4.3963 3.6421  -0.399
2 C 1.8722 5.3087 2.6160  -0.195
3 N 1.6475 4.6152 1.3754  -0.445
4 C 1.4636 5.5107 0.2507  -0.193
5 C 1.6223 4.7793 -1.0727  -0.400
6 C 0.6837 3.5708 -1.1119  -0.420
7 C 0.6673 2.7742 0.1563  -0.098
8 C 1.2274 3.3168 1.3424  0.253
9 C 1.2610 2.5090 2.5070  -0.088
10 C 0.8407 1.1996 2.4492  -0.203
11 C 0.2172 0.6873 1.3194  -0.029
12 C -0.2749 -0.7020 1.2934  -0.058
13 C -0.2820 -1.4389 0.0149  -0.088
14 C -0.6098 -2.7997 0.0430  -0.158
15 C -0.8614 -3.5116 -1.1020  -0.015
16 C -0.6100 -2.9402 -2.3783  0.173
17 N -0.8661 -3.6628 -3.5052  -0.426
18 C -1.1702 -5.0718 -3.4596  -0.193
19 C -1.9906 -5.4387 -2.2336  -0.401
20 C -1.3859 -4.8979 -0.9364  -0.430
21 C -0.5361 -3.1966 -4.8324  -0.192
22 C -0.6092 -1.6781 -4.9262  -0.398
23 C 0.1966 -1.0268 -3.7905  -0.419
24 C -0.0827 -1.6173 -2.4346  -0.083
25 C 0.2577 -0.9898 -1.2358  -0.167
26 C 0.0464 1.5385 0.2165  -0.195
27 C 1.7231 3.0820 3.8072  -0.417
28 H 3.5412 4.1694 3.3058  0.203
29 H 2.5716 4.9296 4.5997  0.211
30 H 0.9229 5.7323 2.9902  0.169
31 H 2.5354 6.1437 2.3738  0.196
32 H 0.4715 6.0023 0.3129  0.170
33 H 2.2278 6.2896 0.3641  0.196
34 H 1.3696 5.4729 -1.8814  0.213
35 H 2.6757 4.4810 -1.1783  0.206
36 H -0.3476 3.9251 -1.2680  0.209
37 H 0.9424 2.9391 -1.9742  0.216
38 H 1.0043 0.6056 3.3144  0.244
39 H 0.2005 -1.4205 2.0776  0.247
40 H -0.7659 -3.3004 0.9842  0.195
41 H -1.7370 -5.2872 -4.3739  0.197
42 H -0.2284 -5.6506 -3.4991  0.171
43 H -2.9931 -5.0008 -2.3470  0.204
44 H -2.0840 -6.5287 -2.1888  0.212
45 H -0.5992 -5.5820 -0.5668  0.206
46 H -2.1735 -4.8805 -0.1676  0.219
47 H 0.4693 -3.5639 -5.1256  0.171
48 H -1.2691 -3.6604 -5.5098  0.195
49 H -0.2241 -1.3751 -5.9102  0.214
50 H -1.6688 -1.3866 -4.8575  0.205
51 H 1.2698 -1.1336 -4.0279  0.208
52 H -0.0229 0.0481 -3.7809  0.216
53 H 0.9398 -0.1349 -1.2791  0.222
54 H -0.5726 1.2339 -0.6393  0.219
55 H 2.3460 2.3569 4.3594  0.222
56 H 0.8350 3.2853 4.4414  0.206
57 N -1.1797 -0.8041 2.6821  -0.487
58 C -2.3555 -1.5389 2.5117  0.627
59 O -2.8172 -1.8773 1.4404  -0.522
60 C -2.7905 -1.7727 3.8827  -0.214
61 C -1.8040 -1.4615 4.7485  -0.233
62 C -0.6694 -0.9919 3.9798  0.630
63 O 0.5054 -0.7867 4.3305  -0.553
64 H -3.7603 -2.2045 4.0506  0.233
65 H -1.7299 -1.5880 5.8113  0.241

Cartesian forces, eV/Å:
0.018 -0.270 0.118
-0.092 -0.196 0.089
0.769 0.807 -0.390
-0.144 -0.150 0.112
-0.082 0.051 0.231
-0.489 0.347 -0.433
0.315 0.230 0.911
-0.803 -1.008 -0.033
0.113 0.565 -0.767
0.201 0.827 -0.796
0.020 0.559 -0.639
2.865 -1.034 4.813
0.140 -1.273 -0.896
-0.588 1.074 -0.475
0.698 0.032 -0.601
-0.155 0.668 1.256
-0.633 -0.157 -0.880
0.196 -0.026 0.233
-0.204 0.027 0.031
-0.124 -0.829 -0.103
0.192 0.089 0.039
-0.119 -0.219 0.225
0.611 0.313 -0.400
0.223 -1.535 0.385
-1.077 0.462 0.540
0.040 -0.318 -0.036
0.259 0.586 0.766
-0.265 0.062 0.138
0.129 -0.181 -0.161
0.116 -0.038 0.104
-0.050 0.050 0.272
0.183 -0.078 -0.116
-0.208 -0.003 -0.221
0.170 -0.155 0.004
-0.289 -0.036 -0.037
0.213 0.041 -0.254
-0.133 0.050 0.247
0.069 -0.175 0.131
2.463 1.102 -2.770
-0.231 0.005 0.235
0.108 -0.217 0.200
-0.196 -0.073 0.039
0.174 -0.187 -0.057
-0.150 0.156 0.007
-0.185 0.252 -0.161
0.254 -0.093 -0.150
-0.212 0.157 -0.012
0.292 0.199 -0.022
-0.148 0.089 0.312
0.293 0.022 -0.021
-0.228 0.105 0.049
0.135 -0.149 0.047
-0.744 -0.017 -0.012
0.487 0.056 0.415
-0.306 0.184 -0.193
0.380 -0.109 -0.220
-2.194 -0.177 -3.144
0.614 1.169 -0.585
-0.232 0.326 1.258
-0.397 -0.894 1.835
-1.613 -0.929 -0.107
2.842 1.189 -1.030
-2.890 -1.278 0.026
-0.142 -0.062 0.433
-0.257 0.013 0.221

The value obtained for the lowest unoccupied orbital energy is -0.8 eV. For the total energy, the calculation gives -1438.3320 Ha. Its SMILES is O=C1C=CC(=O)N1C(c1cc2c3c(c1)CCCN3CCC2)c1cc2c3c(c1)CCCN3CCC2. The calculation puts the HOMO-LUMO gap at 5.81 eV. Its HOMO energy is -0.2436 Eh. The value obtained for the maximum force is 5.70 eV/Å. The energy relative to the best compared isomer or geometry (same formula, charge and spin) is 47.9 kcal/mol.

Question: The lowest lowest unoccupied orbital energy belongs to which entry?
Answer: C29H31N3O11PbS5